81
Properties=species:S:1:pos:R:3:forces:R:3 method="wB97M-V/def2-TZVPD" lumo_ev=0.300 homo_energy_ev=-9.7 orbital_gap_ev=10.040
C -0.18372 0.54984 -3.53927 0.2 -0.5 0.2
C 0.74173 -0.18206 -2.92949 0.1 0.4 0.1
C 2.11241 0.34506 -2.52140 -0.5 0.0 0.3
C 2.57523 -0.40436 -1.26811 1.1 -0.6 -0.2
O 3.29586 -1.36340 -1.39953 -0.4 -0.1 0.1
O 2.16462 -0.07919 -0.01112 1.6 2.9 -2.2
C 2.35293 1.31609 0.30072 -1.0 0.3 0.7
H -0.05193 1.62503 -3.65608 -0.2 -0.3 -0.2
H -1.06031 0.02405 -3.91881 0.0 0.6 0.1
H 0.54859 -1.24035 -2.73277 0.2 0.2 -0.2
H 2.80887 0.11142 -3.33634 0.0 -0.1 0.4
H 2.13251 1.43761 -2.40761 -0.3 -0.3 0.0
H 3.09595 1.42354 1.10378 -0.1 -0.2 -0.3
H 1.39041 1.67911 0.69240 0.3 0.0 -0.1
H 2.63273 1.94657 -0.54868 0.1 -0.3 0.1
C -4.82721 -1.21976 -2.32554 -0.2 -0.3 0.4
C -5.77318 -0.04091 -2.23972 -0.1 0.0 -0.5
O -5.03744 0.96796 -1.53066 1.8 -0.6 -1.3
S -3.47406 0.82199 -1.89418 -0.4 -0.3 -0.2
O -3.16056 1.75341 -2.92316 0.2 0.0 0.1
O -2.74102 0.75075 -0.68473 0.1 0.4 -0.1
O -3.53621 -0.64270 -2.54997 -0.1 0.4 -0.2
H -4.79718 -1.77231 -1.38436 0.0 0.0 0.0
H -5.08284 -1.89768 -3.13653 0.2 0.1 -0.1
H -6.69072 -0.28003 -1.71361 0.1 0.2 0.2
H -6.01410 0.34767 -3.23262 0.0 0.0 0.0
C -5.71221 2.69152 2.83951 -0.4 0.4 0.1
C -6.50915 1.55511 3.44344 0.4 -0.2 0.4
O -7.00175 0.82356 2.31448 0.1 0.3 -0.3
S -5.93241 0.90778 1.11693 -0.2 0.5 0.9
O -5.13961 -0.26826 1.12865 -0.1 0.0 -0.4
O -6.61147 1.36054 -0.04200 -1.3 0.0 1.2
O -5.05746 2.11581 1.70241 0.0 -0.4 0.0
H -6.36540 3.49337 2.48847 0.0 0.0 0.0
H -4.97993 3.09894 3.53183 0.2 -0.1 -0.2
H -7.33192 1.90430 4.06149 -0.2 -0.1 -0.2
H -5.87201 0.88878 4.02930 0.0 0.1 0.0
C -6.47943 4.26274 -1.98119 0.0 -0.6 0.1
C -6.78169 4.26473 -3.46306 0.4 0.4 -0.1
O -8.18422 4.54841 -3.54340 -0.1 -0.1 0.4
S -8.60342 5.51679 -2.33043 0.4 -0.2 -0.1
O -8.62708 6.85452 -2.80218 -0.2 0.0 0.2
O -9.70593 4.93449 -1.65507 -0.1 0.1 -0.1
O -7.28167 5.32172 -1.43942 -0.1 0.2 -0.4
H -6.78755 3.32657 -1.51274 0.1 0.0 0.0
H -5.42673 4.44013 -1.77440 -0.1 0.2 0.1
H -6.55483 3.31302 -3.93615 -0.3 0.0 0.0
H -6.24324 5.06300 -3.97900 0.0 0.0 0.0
C 5.37852 -0.90350 1.89703 0.1 -0.5 -0.5
C 5.37737 -1.58638 3.24358 -0.6 0.1 0.1
O 6.55281 -1.08391 3.89999 0.3 0.2 -0.4
S 6.82158 0.42569 3.42985 -0.6 -0.5 -0.2
O 6.29593 1.31479 4.40118 0.3 0.2 -0.1
O 8.16779 0.50791 2.97811 0.1 0.2 0.3
O 5.84872 0.43226 2.15610 0.0 0.0 0.5
H 6.07925 -1.38321 1.21067 -0.1 0.0 0.0
H 4.38826 -0.87838 1.44440 0.0 0.2 0.0
H 5.41437 -2.66908 3.16125 0.3 0.0 0.1
H 4.50709 -1.29711 3.83720 0.0 0.0 0.0
C 0.75131 -5.01414 1.68877 -0.4 -0.3 0.2
C 0.14710 -4.60714 0.36119 0.4 -0.1 -0.3
O -0.44761 -3.32875 0.61048 0.0 -0.1 0.5
S 0.41940 -2.54061 1.71331 0.2 -0.2 -0.3
O 1.30665 -1.64559 1.04322 -1.3 -2.0 1.7
O -0.45195 -2.11259 2.74769 0.0 0.1 -0.1
O 1.27543 -3.80293 2.23967 -0.1 0.2 -0.3
H -0.01014 -5.39952 2.37069 0.0 0.0 0.0
H 1.54200 -5.75188 1.57559 0.1 0.2 0.1
H -0.60069 -5.31328 0.00951 -0.2 0.2 0.1
H 0.91678 -4.48096 -0.40409 0.0 -0.1 0.0
C 9.35680 -1.16512 0.56983 0.0 0.3 0.5
C 10.51729 -2.07852 0.89341 0.3 0.1 -0.5
O 9.90954 -3.35515 1.13580 -0.5 0.1 0.1
S 8.60745 -3.51176 0.20902 0.3 0.4 0.1
O 8.95570 -4.25575 -0.94698 -0.3 -0.1 0.0
O 7.51061 -3.87209 1.03727 0.0 -0.2 -0.1
O 8.45607 -1.97150 -0.20833 0.3 -0.4 -0.1
H 8.83704 -0.84951 1.47211 0.1 0.0 0.0
H 9.66407 -0.28836 0.00508 -0.1 -0.1 -0.2
H 11.07724 -1.74865 1.76427 -0.1 -0.2 0.1
H 11.19597 -2.18023 0.04307 0.0 0.0 0.0